# 1
DFT (the ωB97M-V functional and the def2-TZVPD basis) results for a molecular structure, C37H50ClN4O3P2S5Ti at a distorted geometry.

```
! wB97M-V def2-TZVPD RIJCOSX def2/J DEFGRID3
* xyz -1 1
Ti -0.29 -0.41 -1.13
Cl 1.58 -5.05 -2.21
S -1.89 3.11 -4.36
S -0.77 1.86 -1.86
S -2.25 -0.90 -2.81
S 4.33 -0.44 -1.93
S -3.23 0.64 -5.20
P 0.97 2.59 1.25
P -2.41 -0.40 0.37
O -0.34 -2.28 -1.14
O -3.38 2.92 -6.53
O -0.71 -4.22 -0.10
N 0.32 -0.41 0.90
N 0.36 -2.39 -4.17
N 1.61 -0.03 -1.49
N 0.61 -1.12 -3.84
C 1.16 5.22 0.55
C -3.88 -2.59 -0.47
C 5.89 0.66 1.93
C -1.73 -1.40 1.70
C 2.63 -1.15 1.29
C 2.76 -0.20 -1.68
C -0.49 -2.55 3.87
C -4.04 -1.11 -0.12
C 0.02 -3.45 -0.67
C 3.96 -0.92 1.55
C -2.70 1.24 1.18
C 1.69 -0.12 1.20
C 0.90 -4.16 -5.83
C -1.69 1.70 -3.33
C 0.24 -1.73 3.02
C 1.49 -3.78 -0.95
C -2.31 0.57 -3.72
C -3.22 1.21 2.62
C 4.43 0.38 1.72
C -0.34 -1.19 1.86
C 0.72 2.99 3.07
C -3.53 2.17 0.30
C 1.76 -1.70 -5.68
C 1.94 0.74 -4.71
C 2.66 3.65 -0.70
C -1.82 -2.86 3.63
C 1.46 -0.67 -4.75
C 2.16 1.20 1.38
C -2.94 2.35 -5.56
C -5.23 -0.89 0.81
C 2.04 3.98 0.66
C 1.87 3.68 3.79
C 3.51 1.41 1.63
C 1.03 -2.79 -5.27
C -2.57 -3.84 4.49
C -2.43 -2.24 2.55
C 0.34 1.71 3.81
H -2.87 -2.85 -0.79
H 1.89 1.19 -5.70
H 1.61 3.82 4.85
H -3.49 -2.40 2.39
H -1.67 1.64 1.20
H -3.63 -3.59 4.54
H -0.15 3.65 3.07
H -5.07 -1.29 1.81
H 3.22 4.51 -1.07
H -6.10 -1.42 0.39
H -3.10 2.21 3.05
H 3.34 2.80 -0.64
H -0.14 -4.38 -6.11
H 2.09 4.67 3.38
H 1.26 -1.51 3.28
H -2.18 -3.85 5.51
H -4.28 0.96 2.67
H -0.39 1.11 3.26
H 2.30 -2.17 1.12
H 1.22 1.09 3.98
H -3.14 2.23 -0.71
H 2.98 0.79 -4.37
H -2.50 -4.85 4.09
H 1.52 -4.26 -6.72
H 6.33 1.12 1.04
H 1.89 3.41 -1.42
H -2.67 0.51 3.25
H 2.42 -1.64 -6.53
H -4.57 1.86 0.26
H 6.05 1.35 2.77
H 1.73 6.08 0.20
H 1.32 1.32 -4.03
H -5.50 0.15 0.91
H 4.65 -1.75 1.58
H 2.84 4.18 1.38
H 1.21 -4.92 -5.10
H -3.51 3.18 0.72
H 2.05 -2.93 -1.31
H 0.70 5.49 1.51
H 0.01 -2.97 4.74
H -0.33 -2.90 -3.63
H -4.24 -0.58 -1.06
H 0.35 5.04 -0.16
H -4.11 -3.22 0.39
H 6.45 -0.25 2.13
H 2.78 3.08 3.75
H 1.94 -4.20 -0.05
H -0.10 1.95 4.78
H 3.88 2.43 1.73
H -4.57 -2.86 -1.28
*
```

Output
- relative energy (zero: lowest compared OMol25 entry of this formula, charge and spin) (eV) = 0.107
- HOMO energy (eV) = -4.35
- energy (eV) = -159683.450

# 2
DFT (the ωB97M-V functional and the def2-TZVPD basis) results for 2 unconnected molecules or ions with the total composition C11H18N3 at a distorted geometry.

```
! wB97M-V def2-TZVPD RIJCOSX def2/J DEFGRID3
* xyz 1 1
N 1.39 2.16 -0.54
N 0.19 1.79 -1.22
N 1.77 -0.36 0.66
C -2.83 0.59 0.39
C -1.93 0.90 -0.70
C -4.10 0.18 0.06
C -0.66 1.30 -0.32
C 1.89 0.11 2.07
C -2.24 0.63 -2.03
C -4.31 -0.35 -1.26
C 0.38 -0.66 0.38
C -0.03 -1.86 -0.02
C -3.40 -0.14 -2.26
C 2.66 -1.59 0.44
H 1.44 1.08 2.05
H 3.76 -1.37 0.44
H 1.31 -0.60 2.76
H 2.58 -1.78 -0.59
H -1.69 0.73 -2.91
H -5.24 -0.88 -1.40
H 0.49 -2.73 -0.28
H -0.74 1.54 0.75
H 2.26 0.48 0.20
H -3.58 -0.51 -3.24
H 1.15 2.59 0.34
H -4.93 -0.07 0.70
H 1.97 2.85 -1.02
H 2.91 -0.02 2.54
H 2.47 -2.56 1.04
H 0.04 1.56 -2.16
H -2.68 0.66 1.46
H -1.03 -2.01 -0.12
*
```

Output
- relative energy (zero: lowest compared OMol25 entry of this formula, charge and spin) (eV) = 6.183
- HOMO energy (alpha / beta) (eV) = -11.25 / -11.25
- energy (eV) = -16156.884

# 3
DFT (the ωB97M-V functional and the def2-TZVPD basis) results for 2 unconnected molecules or ions with the total composition C5H14NS.

```
! wB97M-V def2-TZVPD RIJCOSX def2/J DEFGRID3
* xyz 1 1
S -1.10 1.34 -3.34
N -0.02 -0.41 1.29
C 1.40 -0.78 1.65
C -0.30 1.02 -1.74
C 2.32 -0.47 0.76
C -2.83 1.27 -2.85
C 1.52 -1.58 2.91
H -0.02 0.50 0.82
H -0.44 -1.08 0.62
H -0.22 -0.07 -1.62
H 0.69 1.47 -1.75
H 3.35 -0.71 0.99
H 2.09 0.00 -0.18
H -0.92 1.46 -0.96
H 1.33 -2.63 2.68
H -3.05 0.37 -2.26
H 0.83 -1.24 3.68
H -3.38 1.23 -3.79
H -3.14 2.14 -2.28
H -0.63 -0.37 2.11
H 2.53 -1.47 3.29
*
```

Output
- relative energy (zero: lowest compared OMol25 entry of this formula, charge and spin) (eV) = 1.477
- HOMO energy (eV) = -11.53
- energy (eV) = -17729.803

# 4
DFT (the ωB97M-V functional and the def2-TZVPD basis) results for 13 unconnected molecules or ions with the total composition C5H36NO14 at a distorted geometry.

```
! wB97M-V def2-TZVPD RIJCOSX def2/J DEFGRID3
* xyz -1 1
O 2.35 1.01 1.58
O 2.80 -0.07 -3.50
O -3.45 -2.29 -1.29
O -3.45 0.67 1.16
O -2.88 0.87 -1.73
O -1.60 1.50 -3.95
O 0.80 0.11 3.58
O -1.47 -2.19 2.84
O 1.47 -2.56 3.25
O 3.29 -1.61 1.70
O -1.38 2.56 0.98
O 0.57 -3.65 -1.94
O -0.13 0.74 1.32
O 0.91 3.74 1.50
N 1.25 1.04 -1.05
C 0.77 -1.36 -1.67
C -0.18 -2.53 -1.46
C 0.82 2.29 -1.76
C -0.18 -0.39 0.48
C 0.28 -0.07 -1.00
H 0.17 2.98 -1.09
H 0.66 2.81 1.60
H 0.22 4.10 1.06
H 3.49 -0.77 1.59
H -0.51 -2.29 3.14
H 1.53 0.66 3.77
H 1.56 -3.53 -1.88
H -1.11 -2.65 -2.16
H -2.34 1.46 -3.25
H 1.30 -1.67 3.10
H 1.33 1.05 1.57
H 3.04 0.21 -2.67
H -1.32 2.53 1.89
H 2.60 -1.50 1.02
H 0.88 -1.24 -2.82
H -3.19 -1.53 -1.02
H -3.67 0.74 -1.23
H 2.43 -2.74 3.07
H -3.52 -3.03 -0.80
H -2.51 0.97 1.25
H 0.27 0.19 2.75
H -1.29 -0.69 0.52
H 1.53 1.39 -0.13
H 0.65 2.07 -2.82
H -1.28 0.64 -3.92
H -2.40 1.42 -1.14
H 0.26 -1.16 1.12
H 2.05 0.58 -3.58
H -0.69 0.28 -1.50
H 1.73 2.74 -1.99
H -0.64 -2.72 -0.51
H -1.60 -1.51 2.28
H -3.80 0.84 2.02
H -0.76 1.81 0.67
H 2.57 1.56 2.35
H 1.76 -1.79 -1.31
*
```

Output
- relative energy (zero: lowest compared OMol25 entry of this formula, charge and spin) (eV) = 6.915
- HOMO energy (eV) = -6.22
- energy (eV) = -35921.717